Record 1
A structure of composition C5H12N2O at a distorted geometry, computed with the ωB97M-V functional and the def2-TZVPD basis.

- Kohn-Sham gap: 7.912 eV
- Highest occupied orbital energy: -7.44 eV
- LUMO: 0.473 eV

```
! RIJCOSX wB97M-V def2-TZVPD def2/J DEFGRID3
* xyz 0 1
C 1.4561 0.0261 0.0077
C -1.2656 -1.6916 -0.4060
C -0.5634 2.1201 -0.4713
N 0.8950 0.2375 -1.2103
C -1.2269 -0.2526 0.0265
C -0.2738 0.6453 -0.4856
N 2.3017 -1.0284 0.2106
O -1.9064 0.0943 1.0658
H -1.0189 0.3686 2.0886
H 1.0170 -0.3307 -2.0383
H 2.3587 -1.7526 -0.4890
H 2.6589 -1.1331 1.1468
H 1.5009 0.7920 0.8347
H -0.1344 0.5985 2.5941
H -1.0709 -1.8030 -1.4705
H -0.5531 -2.2917 0.1620
H -2.2584 -2.0951 -0.1938
H -1.5976 2.3116 -0.7481
H -0.3993 2.5129 0.5346
H 0.0806 2.6720 -1.1586
*
```

In the Löwdin picture, each atom carries the following charge in e: C -0.225; C -0.017; C -0.037; N 0.069; C -0.446; C -0.356; N 0.141; O -0.143; H 0.033; H 0.143; H 0.105; H 0.106; H 0.136; H 0.024; H 0.069; H 0.080; H 0.087; H 0.080; H 0.073; H 0.078

---

Record 2
A cluster of 2 separate species, C4H11NO in total at a distorted geometry, computed with the ωB97M-V functional and the def2-TZVPD basis.

- Kohn-Sham gap: 10.778 eV
- Structure (SMILES): CC(N)=O.CC
- Highest occupied orbital energy: -9.91 eV
- LUMO: 0.869 eV

```
! RIJCOSX wB97M-V def2-TZVPD def2/J DEFGRID3
* xyz 0 1
C -1.5629 -0.6297 1.8330
C -0.2582 -0.1376 2.4526
H -2.3650 -0.5520 2.5750
H -1.9073 0.0542 1.0494
H -1.5990 -1.6290 1.4091
H 0.4063 0.1174 1.6430
H 0.2404 -0.9264 3.0143
H -0.3778 0.7710 3.0376
C 0.1811 1.4869 -0.7591
C 0.6014 0.0989 -1.1250
O 1.4123 -0.5246 -0.4636
N 0.1152 -0.3987 -2.2964
H 0.1351 1.5309 0.3265
H -0.7169 1.9250 -1.1960
H 0.3309 -1.3417 -2.5704
H -0.5276 0.1586 -2.8341
H 0.9366 2.2566 -0.9497
*
```

In the Löwdin picture, each atom carries the following charge in e: C -0.165; C -0.161; H 0.058; H 0.052; H 0.063; H 0.010; H 0.069; H 0.068; C -0.018; C -0.598; O 0.034; N 0.154; H 0.060; H 0.079; H 0.107; H 0.095; H 0.092

---

Record 3
A cluster of 6 separate species, C32H69BClIN7O12S2 in total at a distorted geometry, computed with the ωB97M-V functional and the def2-TZVPD basis.

- Kohn-Sham gap: 6.193 eV
- Highest occupied orbital energy: -9.74 eV
- LUMO: -3.544 eV

```
! RIJCOSX wB97M-V def2-TZVPD def2/J DEFGRID3
* xyz 1 1
C -2.0724 5.6878 -5.5925
O -1.3293 4.7548 -6.4174
C -0.4368 3.9145 -5.5969
C -0.1923 2.5822 -6.4360
C 0.0631 1.2462 -5.5889
C -0.9558 0.8384 -4.4649
N -2.0574 -0.1794 -4.7369
C -1.6026 -1.2953 -5.6270
C -0.3550 -2.1684 -5.2073
O -0.4977 -3.4199 -5.3411
Cl 1.2833 -1.6796 -4.6089
C -3.0855 0.7415 -5.4372
C -3.7956 0.3216 -6.7997
C -3.9344 1.6827 -7.7129
C -5.2616 1.4738 -8.6044
S -5.1039 2.2851 -10.2617
O -4.0953 1.5856 -11.1348
O -6.4553 2.3122 -10.9259
O -4.6189 3.9085 -10.1273
C -4.1779 1.3398 -4.3604
O -3.8149 2.5320 -3.6347
I -6.2064 1.8450 -4.9824
C -4.4156 -0.0544 -3.6051
C -2.8448 -0.5415 -3.4681
C -2.4838 0.1440 -2.0614
C -1.2622 -0.5519 -1.2387
C -0.6974 0.5769 -0.1998
S 0.6399 1.5829 -1.0086
B -3.1038 -2.0936 -3.0341
N -4.5218 -2.5769 -2.7294
O -2.1456 -3.1399 -2.8314
H -3.1774 5.3296 -5.5909
H -2.0939 6.6874 -6.1762
H -1.6652 5.8170 -4.5350
H -0.9362 3.7846 -4.5782
H 0.5228 4.5484 -5.4667
H 0.7543 2.7548 -7.0809
H -1.0243 2.3481 -7.2079
H 1.0756 1.4541 -5.0532
H 0.3664 0.4371 -6.3601
H -0.3104 0.3590 -3.6275
H -1.3660 1.8024 -3.9756
H -2.4839 -1.9967 -5.9017
H -1.3255 -0.8588 -6.6673
H -2.6386 1.7707 -5.7334
H -4.8236 -0.2008 -6.6760
H -3.2242 -0.3621 -7.5145
H -2.9762 1.8372 -8.3363
H -4.1171 2.6075 -7.0562
H -5.5441 0.3581 -8.6675
H -6.1190 2.0089 -8.0397
H -5.3538 4.4451 -9.7441
H -3.7717 3.2842 -4.2743
H -5.0602 -0.6233 -4.3807
H -5.0509 -0.0193 -2.6671
H -2.2216 1.2546 -2.0942
H -3.3771 0.0720 -1.3269
H -1.6584 -1.3956 -0.5505
H -0.4293 -0.9543 -1.9097
H -0.3742 0.0758 0.7880
H -1.6032 1.2594 0.0092
H 0.2230 2.9021 -0.8463
H -4.7180 -3.4354 -3.2790
H -4.5090 -2.8302 -1.7291
H -1.2277 -2.8246 -2.7050
C 3.8379 3.1267 3.9006
C 3.0534 2.2417 2.9693
O 2.8789 1.0494 3.1912
N 2.5294 2.8087 1.8482
C 2.6274 4.1893 1.4185
H 4.1937 2.5406 4.7480
H 4.7026 3.5432 3.3793
H 3.2011 3.9302 4.2766
H 2.0161 2.1601 1.2678
H 1.6162 4.5939 1.3308
H 3.1099 4.2095 0.4377
H 3.1979 4.7971 2.1125
C 4.4374 -1.5591 2.8882
C 4.9259 -2.8001 3.5888
O 5.4222 -2.7676 4.7072
N 4.8003 -3.9884 2.9360
C 4.2449 -4.2257 1.6213
H 4.6002 -0.6908 3.5247
H 4.9905 -1.4152 1.9567
H 3.3680 -1.6427 2.6839
H 5.1466 -4.7837 3.4617
H 3.4031 -4.9146 1.7229
H 5.0154 -4.6889 1.0009
H 3.9038 -3.3077 1.1463
C 4.0517 -5.1539 6.4208
C 4.6970 -6.4270 5.9473
O 4.9440 -6.6354 4.7624
N 5.0082 -7.3641 6.8827
C 4.7944 -7.2972 8.3135
H 3.8615 -4.5024 5.5691
H 3.0991 -5.3772 6.9074
H 4.7175 -4.6339 7.1128
H 5.4389 -8.1943 6.5006
H 5.7622 -7.3943 8.8107
H 4.1548 -8.1333 8.6050
H 4.3258 -6.3632 8.6162
C 1.6606 8.1795 4.5025
C 1.5515 6.8552 3.7948
O 2.5359 6.2446 3.3957
N 0.3060 6.3405 3.6047
C -0.9645 6.9124 4.0033
H 2.7091 8.4653 4.5829
H 1.1335 8.9502 3.9356
H 1.2444 8.1000 5.5092
H 0.3015 5.4514 3.1253
H -1.4639 6.2083 4.6720
H -1.5745 7.0525 3.1083
H -0.8452 7.8673 4.5104
C 0.5693 -4.8781 10.5314
C 1.0083 -6.0345 9.6728
O 1.5069 -5.8737 8.5661
N 0.8341 -7.2905 10.1663
C 0.2671 -7.6754 11.4431
H 0.7684 -3.9411 10.0115
H -0.5032 -4.9450 10.7275
H 1.1259 -4.8786 11.4712
H 1.1486 -8.0204 9.5424
H 1.0176 -8.2452 11.9950
H -0.6009 -8.3111 11.2562
H -0.0378 -6.8147 12.0345
*
```

Results of the Löwdin charge analysis, in e, for atoms 1 through 99: C -0.113; O -0.249; C -0.191; C -0.151; C -0.183; C -0.147; N -0.096; C -0.055; C -0.632; O 0.015; Cl 0.725; C -0.188; C -0.161; C -0.220; C -0.249; S 0.725; O -0.320; O -0.340; O -0.188; C -0.722; O -0.130; I 1.078; C -0.169; C -0.192; C -0.124; C -0.238; C -0.509; S 0.686; B -0.464; N 0.115; O 0.115; H 0.089; H 0.112; H 0.099; H 0.105; H 0.149; H 0.138; H 0.108; H 0.138; H 0.111; H 0.084; H 0.131; H 0.184; H 0.158; H 0.136; H 0.103; H 0.124; H 0.126; H 0.089; H 0.133; H 0.072; H 0.098; H 0.081; H 0.100; H 0.134; H 0.110; H 0.156; H 0.134; H 0.088; H 0.099; H 0.090; H -0.109; H 0.097; H 0.092; H 0.082; C 0.003; C -0.533; O 0.016; N 0.004; C -0.092; H 0.088; H 0.093; H 0.072; H 0.061; H 0.065; H 0.082; H 0.048; C -0.024; C -0.549; O 0.022; N 0.013; C -0.083; H 0.068; H 0.084; H 0.078; H 0.109; H 0.082; H 0.082; H 0.065; C -0.001; C -0.527; O 0.005; N 0.007; C -0.079; H 0.060; H 0.061; H 0.096; H 0.138; H 0.082